No. 1
Formula: C14H19FN2O
Source: the Open Molecules 2025 dataset
Level of theory: ωB97M-V/def2-TZVPD

Results
DFT total energy   -22571.097 eV
LUMO   0.6 eV
SMILES   CCCC(CCC)=NNC(=O)c1ccccc1F
Energy above the lowest of the compared OMol25 structures with the same formula, charge and spin   159.0 kJ/mol

XYZ file:
```
37
Properties=species:S:1:pos:R:3:forces:R:3
C -3.3212 -1.9669 -1.2287 -0.17 0.17 0.07
C -3.9094 -1.1490 -0.0869 0.13 -0.13 0.05
C -2.9767 -1.1238 1.1295 -0.17 -0.02 -0.12
C -1.6791 -0.4257 0.8514 -0.05 0.37 0.20
C -1.7066 1.0681 0.6230 0.25 -0.22 -0.26
C -1.4920 1.4433 -0.8508 0.00 0.21 0.14
C -1.4344 2.9547 -1.0357 0.00 -0.22 -0.07
N -0.6450 -1.1586 0.8443 -0.05 -0.98 0.12
N 0.5934 -0.6608 0.6369 -0.23 1.15 -0.08
C 1.6781 -1.4903 0.5362 0.14 -0.02 -0.04
O 1.6335 -2.6919 0.5794 0.06 -0.08 -0.04
C 2.9524 -0.7052 0.3817 0.14 -0.18 -0.12
C 3.3440 0.2145 1.3494 0.03 -0.05 -0.12
C 4.5483 0.8869 1.2407 0.05 0.11 0.08
C 5.3792 0.6544 0.1566 -0.07 -0.01 0.05
C 5.0072 -0.2498 -0.8219 -0.14 -0.17 -0.06
C 3.8043 -0.9222 -0.6952 0.00 0.14 0.07
F 3.4415 -1.7753 -1.6670 0.02 0.05 0.13
H -3.1589 -2.9937 -0.9120 0.06 -0.14 -0.01
H -2.3631 -1.5594 -1.5412 0.12 -0.01 -0.10
H -3.9939 -1.9695 -2.0837 -0.01 -0.04 -0.11
H -4.1087 -0.1290 -0.4224 -0.11 0.06 0.00
H -4.8627 -1.5859 0.2179 -0.04 0.10 0.00
H -3.4794 -0.6151 1.9566 0.01 -0.02 0.07
H -2.7508 -2.1466 1.4307 0.00 0.01 0.07
H -2.6674 1.4643 0.9545 0.03 0.03 0.07
H -0.9294 1.5462 1.2309 -0.05 0.05 0.05
H -2.3105 1.0373 -1.4470 0.04 -0.10 -0.03
H -0.5677 0.9953 -1.2242 -0.06 -0.08 -0.02
H -0.6077 3.3831 -0.4715 0.07 0.08 0.05
H -1.2973 3.2038 -2.0851 0.01 0.11 -0.07
H -2.3573 3.4163 -0.6913 -0.08 0.10 0.03
H 0.7400 0.3433 0.5426 0.01 -0.34 -0.02
H 2.7048 0.3833 2.2040 -0.07 0.00 0.07
H 4.8404 1.5913 2.0044 0.03 0.05 0.07
H 6.3190 1.1780 0.0717 0.08 0.04 -0.02
H 5.6335 -0.4454 -1.6780 0.03 -0.03 -0.10
```
Positions in Å, forces in eV/Å.



No. 2
Formula: C14H19N3O5
Source: the Open Molecules 2025 dataset
Level of theory: ωB97M-V/def2-TZVPD

Results
DFT total energy   -29529.160 eV
LUMO   0.3 eV
SMILES   NC(=O)CC[C@H](NC(=O)[C@@H](N)Cc1ccc(O)cc1)C(=O)O
Energy above the lowest of the compared OMol25 structures with the same formula, charge and spin   677.8 kJ/mol

XYZ file:
```
41
Properties=species:S:1:pos:R:3:forces:R:3
N 3.5353 3.8450 -0.6805 -0.19 -1.23 2.33
C 3.3395 2.6753 0.2784 3.02 -0.53 2.10
O 4.2342 2.2864 1.1238 -3.28 3.25 -3.54
C 2.1800 1.6566 0.0770 1.09 0.13 -1.74
C 3.0881 0.2377 -0.1422 1.45 3.88 1.48
C 2.1425 -0.9216 -0.1103 1.24 1.07 -0.02
N 1.2860 -0.5842 1.0267 -2.96 -3.02 -1.71
C 0.0835 -1.2799 1.1937 -0.44 -2.46 1.06
O -0.4453 -1.6659 2.2686 1.86 2.39 -2.81
C -0.4415 -1.8327 -0.1827 -1.26 -2.23 1.30
N -1.6437 -2.7007 0.1297 1.43 -3.21 -0.68
C -1.0351 -0.7509 -1.1537 1.33 -0.11 1.10
C -2.4024 -0.2688 -0.6042 0.15 1.03 -1.24
C -2.3673 0.8358 0.2162 -1.12 0.95 -0.55
C -3.5110 1.6172 0.6280 1.86 -1.70 0.91
C -4.7323 1.0071 0.3725 3.19 -1.00 -2.82
O -5.8585 1.5341 0.7731 -1.99 2.15 5.54
C -4.7659 -0.1045 -0.6366 -1.86 1.02 0.68
C -3.6709 -0.7405 -1.1643 2.90 2.23 3.36
C 2.9147 -2.2231 -0.0536 -0.04 -3.41 3.51
O 2.6288 -3.2084 0.6538 0.02 2.43 -1.64
O 4.0529 -2.1960 -0.7193 3.28 -2.31 0.08
H 3.9105 4.7354 -0.3259 0.72 -1.24 0.63
H 2.7685 4.2291 -1.2067 -0.96 -1.11 -0.15
H 1.6252 2.0667 -0.8780 0.58 -1.47 1.79
H 1.4902 1.3917 0.9570 1.21 1.62 -1.59
H 3.7962 0.5044 -1.0054 -1.23 -1.27 1.05
H 3.7512 0.2275 0.8372 -1.26 0.03 -2.10
H 1.7355 -0.9255 -1.0994 -1.40 0.07 -0.29
H 1.6821 -0.2544 1.8489 1.35 0.28 1.65
H 0.4449 -2.5864 -0.5329 -2.39 1.97 0.34
H -1.3338 -3.7978 0.1641 -1.28 3.90 0.57
H -2.2632 -2.3679 0.9104 1.50 -0.77 -0.88
H -1.1377 -1.1983 -2.1266 -0.24 -0.32 -0.39
H -0.2336 0.0385 -1.2776 -1.27 -0.22 0.19
H -1.4037 1.2563 0.3904 0.66 0.23 0.45
H -3.2509 2.4985 1.3098 -1.09 -1.23 -1.07
H -5.7128 1.9367 1.8458 -0.62 -1.73 -5.00
H -5.7934 -0.3181 -0.9938 0.68 -0.16 0.41
H -3.4169 -1.6204 -1.6811 -1.32 -1.02 -1.30
H 4.7299 -3.0338 -0.4305 -3.30 3.12 -1.03
```
Positions in Å, forces in eV/Å.



No. 3
Formula: C14H19NO
Source: the Open Molecules 2025 dataset
Level of theory: ωB97M-V/def2-TZVPD

Results
DFT total energy   -18358.849 eV
LUMO   0.9 eV
Energy above the lowest of the compared OMol25 structures with the same formula, charge and spin   590.3 kJ/mol

XYZ file:
```
35
Properties=species:S:1:pos:R:3:forces:R:3
N -1.3803 -1.8781 2.8847 -0.34 0.83 -2.17
O -1.0096 -3.1778 3.4027 -0.05 0.11 -0.56
C -1.0810 -1.5081 1.6030 1.05 -3.00 4.14
C 2.0424 -0.8917 -2.3984 0.20 0.12 -0.68
C 0.6377 -0.9035 -2.6919 -0.96 0.76 -0.26
C 2.5378 -1.3921 -1.2100 1.26 0.08 0.87
C -0.2941 -1.3339 -1.7322 2.58 -0.36 0.12
C 1.5791 -1.8102 -0.3269 5.49 -0.23 0.94
C 0.3386 -1.7692 -0.5892 -7.13 -0.02 -1.20
C -0.5239 3.9444 -1.4009 2.49 1.08 1.13
C -1.5244 -0.0918 1.2702 0.37 0.33 2.09
C 1.4103 -2.3803 1.0302 0.79 -0.76 0.08
C -0.1453 -2.3741 0.6844 -0.33 -0.53 1.36
C -0.0618 3.2198 -0.1462 -2.11 -0.46 1.03
C -0.4431 1.0207 1.0380 1.41 -1.56 -1.08
C -1.0843 2.0445 0.0977 2.81 0.27 0.92
H -1.4880 -3.4065 4.2752 0.68 1.66 -2.20
H 2.8257 -0.5183 -3.0738 -0.93 -0.02 -0.19
H 0.1852 -0.4795 -3.6106 0.97 -0.34 0.33
H 3.5958 -1.4334 -0.8276 -0.94 0.28 -1.22
H -1.3323 -1.5276 -1.6749 -1.13 0.55 -1.20
H 0.1378 4.8103 -1.5524 0.10 -0.34 -0.50
H -1.4315 4.4077 -1.2010 -2.12 0.43 -0.01
H -0.5229 3.2893 -2.2467 -0.16 -0.21 -0.57
H -2.0603 -0.1149 0.3432 -0.66 -0.16 -0.47
H -2.1934 0.2316 2.1298 0.52 -0.45 -1.22
H 1.9141 -3.3725 1.1067 -0.60 0.66 0.55
H 1.7319 -1.6625 1.7541 0.10 0.06 1.00
H -0.3804 -3.4655 0.5674 -0.67 1.11 0.33
H -0.0641 3.8349 0.7854 0.29 -0.02 -0.88
H 0.9195 2.7768 -0.2917 0.11 -0.07 0.12
H 0.4341 0.4732 0.4609 -1.38 1.43 1.30
H -0.0251 1.5746 1.9391 -0.62 -1.14 -0.80
H -1.1714 1.6771 -0.8822 -0.49 -1.27 -1.25
H -2.0728 2.1866 0.4837 -0.60 1.21 0.14
```
Positions in Å, forces in eV/Å.



No. 4
Formula: C14H20AsF22O4S2
Source: the Open Molecules 2025 dataset
Level of theory: ωB97M-V/def2-TZVPD

Results
DFT total energy   -165331.155 eV
Charge   -1
LUMO   2.2 eV
Energy above the lowest of the compared OMol25 structures with the same formula, charge and spin   0.0 kJ/mol

XYZ file:
```
63
Properties=species:S:1:pos:R:3:forces:R:3
As -1.8791 0.5760 0.4406 -0.24 -0.97 0.48
F -1.4654 0.5410 -1.2437 -0.28 0.08 -0.25
F -0.2147 0.1513 0.7534 0.14 0.31 0.30
F -2.2191 0.5690 2.1457 0.13 0.25 0.20
F -3.5454 0.8483 0.0700 -0.10 0.49 -0.20
F -2.2738 -1.1220 0.4786 0.30 -0.16 -0.45
F -1.5650 2.2719 0.5339 0.20 0.15 -0.16
C 4.7560 1.4668 0.3983 -0.15 -0.69 0.14
C 4.9206 2.3383 -0.8213 -0.81 -0.15 0.05
C 3.8286 2.1459 -1.8898 -0.12 0.79 0.00
F 3.8081 0.8741 -2.3167 0.33 -0.32 -0.18
F 2.6063 2.4218 -1.4059 -0.15 0.15 0.26
F 4.9369 3.6472 -0.4845 0.04 0.16 0.01
F 6.0959 2.0530 -1.4285 0.30 -0.13 0.05
O 3.5804 1.8559 1.0941 0.40 0.66 0.45
C 3.2505 1.0410 2.1332 -1.32 0.11 -1.39
C 2.0424 1.6182 2.8487 -1.26 0.66 0.33
F 1.5801 0.7578 3.7780 0.35 -0.29 -0.01
F 2.3086 2.7809 3.4976 0.53 -0.02 -0.18
F 2.7777 -0.1277 1.5943 0.47 -0.44 0.32
F 4.2731 0.7665 2.9189 0.73 -0.32 0.62
H 5.6340 1.5289 1.0416 0.07 0.13 -0.11
H 4.6179 0.4369 0.0567 0.27 0.01 -0.07
H 4.0264 2.8507 -2.7027 0.10 -0.26 -0.23
H 1.2466 1.8006 2.1231 0.09 -0.07 -0.12
C -0.5452 -2.5201 2.6509 0.10 -0.85 -1.09
C -1.3410 -3.7821 2.9357 -0.90 0.19 -0.01
C -2.7849 -3.8651 2.3704 -0.21 -1.01 0.09
F -3.7360 -3.1523 3.0129 0.50 0.58 0.01
F -2.8307 -3.5935 1.0561 0.06 0.08 0.01
F -0.7846 -4.8980 2.3843 0.39 -0.01 0.02
F -1.5121 -4.0274 4.2676 0.46 0.13 -0.01
O 0.6875 -2.4011 3.4026 -0.53 0.52 -0.01
C 1.7328 -3.2427 3.2175 -0.53 -1.19 0.54
C 2.4001 -3.2846 1.8415 0.71 2.24 -2.61
F 3.1380 -4.3471 1.4800 -0.17 -0.77 1.10
F 1.5523 -3.0740 0.7842 -0.86 -0.57 0.34
F 2.7051 -2.8590 4.0694 0.07 0.44 0.03
F 1.4181 -4.5078 3.6167 -0.02 -0.09 -0.17
H -1.2587 -1.6972 2.7150 0.71 0.53 1.05
H -0.3097 -2.4895 1.5904 -0.09 -0.29 -0.06
H -3.0384 -4.9193 2.5373 -0.07 0.03 -0.22
H 3.0368 -2.4073 1.7162 0.30 -0.04 0.93
C -3.5374 -2.8890 -3.4423 0.26 1.36 0.16
S -1.7304 -3.0521 -3.4954 -0.65 -0.32 -0.68
O -1.5621 -4.1396 -4.5135 0.44 0.15 0.18
C -1.4259 -1.4963 -4.3595 -0.69 0.06 -0.51
H -3.8164 -2.0329 -2.8181 0.07 -0.43 0.50
H -3.9258 -3.8379 -3.0970 -0.15 0.01 0.05
H -3.9072 -2.5847 -4.4224 0.18 -0.61 -0.26
H -1.9897 -1.5312 -5.2968 0.03 -0.23 0.02
H -0.3774 -1.3993 -4.6245 0.11 0.04 0.40
H -1.8321 -0.6592 -3.7912 0.43 0.01 0.29
C -3.4199 3.9755 -1.5684 -0.39 -1.18 -0.23
S -3.4556 5.4071 -2.6478 0.21 -0.60 0.74
O -4.3129 6.4006 -1.9425 0.08 0.23 -0.23
C -1.7423 5.8992 -2.3551 -0.20 0.29 0.33
H -3.3782 4.2007 -0.5050 0.18 0.48 -0.09
H -2.6286 3.2633 -1.8145 0.21 0.30 -0.08
H -4.3373 3.4047 -1.7334 -0.11 0.25 -0.01
H -1.0042 5.1836 -2.7107 -0.19 -0.02 -0.42
H -1.5851 5.9919 -1.2799 -0.18 0.21 0.01
H -1.6885 6.8715 -2.8444 0.42 -0.05 0.04
```
Positions in Å, forces in eV/Å.



No. 5
Formula: C14H20BN3Pt
Source: the Open Molecules 2025 dataset
Level of theory: ωB97M-V/def2-TZVPD

Results
DFT total energy   -23207.247 eV
Charge   +2
<S²>   6.04
LUMO (spin up / spin down)   -7.0 / -11.7 eV
Spin multiplicity   5

XYZ file:
```
39
Properties=species:S:1:pos:R:3:forces:R:3
C -0.2435 1.5799 1.8993 -1.92 1.22 -2.11
C -0.5050 -1.2697 1.8436 1.21 0.06 0.75
H 0.7164 1.9637 2.1889 0.47 0.30 -0.13
H -0.8731 1.5123 2.7636 -0.04 -1.14 0.68
H -0.9261 2.3291 1.4266 1.14 0.08 -0.35
H 0.1052 -2.2229 1.6826 -0.60 1.19 0.34
H 0.7634 -1.4892 3.0755 2.08 0.65 0.98
H -1.4350 -1.5691 2.3354 -0.13 0.61 -0.39
C 0.4939 2.6700 -1.0319 -0.18 -2.75 -0.02
C 0.8423 3.4432 -2.1145 0.16 0.81 -0.35
C 1.0806 2.8449 -3.3623 0.07 -1.15 -0.82
C 0.9532 1.4800 -3.4942 0.40 1.20 -1.14
H 0.3040 3.0672 -0.0341 0.10 -0.06 -0.43
H 0.9389 4.5085 -1.9837 0.00 0.15 -0.05
H 1.3662 3.4295 -4.2241 0.00 0.13 0.06
H 1.1320 0.9324 -4.4121 0.08 0.58 -0.15
N 0.3900 1.3085 -1.1724 -0.23 2.20 2.30
C 0.5916 0.6922 -2.3888 -0.45 -3.24 0.73
C 0.4583 -0.7412 -2.4009 0.15 2.89 0.57
N 0.1870 -1.3337 -1.1898 -0.56 -1.69 1.90
C 0.0572 -2.6968 -1.0821 0.21 2.52 -0.30
C 0.4762 -2.9156 -3.4497 0.17 0.95 -0.51
C 0.2013 -3.4939 -2.1998 0.00 -0.53 -0.11
H -0.1625 -3.0938 -0.0879 0.07 0.07 -0.52
H 0.0982 -4.5625 -2.0980 0.00 -0.11 -0.02
C 0.6011 -1.5471 -3.5442 0.14 -0.79 -0.93
H 0.8088 -1.0132 -4.4656 -0.03 -0.58 -0.12
H 0.5938 -3.5167 -4.3405 -0.04 -0.11 0.10
Pt -0.1068 0.0541 0.4213 0.34 0.28 -0.04
C -2.0994 0.0287 0.3378 -1.03 0.19 -0.14
H -2.4193 -1.0085 0.2449 -0.17 0.19 -0.07
H -2.3386 0.6063 -0.5505 -0.11 0.01 -0.04
H -2.4956 0.4986 1.2382 -0.10 -0.15 -0.20
B -0.0008 0.0135 5.5810 0.88 1.37 -0.88
C 0.0554 -0.0017 4.0892 -2.24 3.82 3.03
N 0.3986 -0.5099 3.0732 0.73 -7.13 -4.09
H -1.0421 0.6093 5.7975 -1.02 -0.82 0.52
H 1.0333 0.6052 5.8161 0.64 -0.77 0.36
H 0.0010 -1.1916 5.8125 -0.19 -0.42 1.56
```
Positions in Å, forces in eV/Å.



No. 6
Formula: C14H20BrN3O2RuS
Source: the Open Molecules 2025 dataset
Level of theory: ωB97M-V/def2-TZVPD

Results
DFT total energy   -106839.987 eV
Charge   +3
<S²>   0.77
LUMO (spin up / spin down)   -9.4 / -12.4 eV
Energy above the lowest of the compared OMol25 structures with the same formula, charge and spin   62.0 kJ/mol
Spin multiplicity   2

XYZ file:
```
42
Properties=species:S:1:pos:R:3:forces:R:3
Ru 0.4775 1.4283 -0.2609 -1.04 -3.55 1.44
N 1.6304 -3.2893 0.4304 0.02 0.03 0.03
C 1.8132 -1.7871 0.5616 0.09 0.03 0.11
C 3.1831 -1.4026 0.0237 -0.11 0.06 0.00
C 3.4119 0.1003 0.1715 0.08 -0.03 -0.01
N 2.5300 0.9045 -0.7277 -0.19 0.87 -0.56
C 3.2521 0.5480 1.6136 0.13 0.07 0.10
C 1.9594 0.0972 2.2715 -0.03 -0.12 0.08
N 0.8506 0.9826 1.8214 0.42 0.94 -0.25
C 1.6464 -1.3866 2.0240 -0.06 0.07 -0.07
H 1.7428 -3.6054 -0.5377 -0.01 0.00 -0.01
H 0.7100 -3.5998 0.7543 0.00 0.00 0.01
H 2.3303 -3.7876 0.9913 0.00 -0.01 0.00
H 1.0243 -1.3395 -0.0505 -0.06 -0.16 -0.09
H 3.3114 -1.7220 -1.0144 -0.01 0.05 -0.01
H 3.9610 -1.8973 0.6136 -0.01 -0.05 -0.03
H 4.4444 0.3039 -0.1149 -0.02 -0.03 -0.13
H 2.5570 0.5440 -1.6807 0.16 -0.07 0.02
H 2.9717 1.8215 -0.7964 0.07 -0.03 -0.13
H 3.3231 1.6378 1.6679 0.06 -0.01 0.05
H 4.0975 0.1653 2.1885 -0.01 -0.02 -0.01
H 2.0780 0.2098 3.3502 -0.14 0.07 0.02
H 0.9936 1.8977 2.2488 -0.05 -0.06 0.17
H -0.0593 0.6639 2.1513 0.01 -0.03 0.04
H 0.6362 -1.6204 2.3728 0.02 0.01 0.06
H 2.3396 -1.9636 2.6436 0.01 -0.02 -0.04
Br -4.3479 1.5160 1.3014 0.02 0.13 0.34
C -4.4634 0.9489 -0.4093 -0.19 -0.09 -0.30
C -5.8033 0.8598 -0.9288 0.14 0.01 0.03
C -6.0293 0.4480 -2.2160 0.03 0.00 -0.04
C -4.9351 0.1233 -3.0157 0.05 0.01 0.02
C -3.6043 0.2251 -2.5143 -0.07 -0.03 -0.11
C -3.3432 0.6241 -1.2316 0.05 -0.09 0.12
C -1.8963 0.7211 -0.8255 0.03 0.03 -0.51
O -1.0230 0.6233 -1.7344 0.04 0.35 0.02
O -1.5344 0.9322 0.3756 0.17 0.61 -0.45
H -6.6237 1.1331 -0.2781 0.01 -0.01 0.02
H -7.0366 0.3845 -2.6047 0.00 -0.01 0.00
H -5.0870 -0.2045 -4.0366 0.02 0.01 0.00
H -2.7735 -0.0124 -3.1643 -0.01 0.01 -0.03
S 0.6755 4.6289 -0.8718 0.04 0.60 -0.13
C 0.6092 3.1451 -0.5624 0.31 0.45 0.21
```
Positions in Å, forces in eV/Å.



For reference, molecular weight by record: 250.3 309.3 217.3 809.3 436.2 475.4 g/mol.